C2H4FO3S | ωB97M-V with the def2-TZVPD basis set

HOMO energy: -4.095 eV
LUMO: 0.1388 hartree
charge: -1
energy: -802.37597 hartree

Each line ends with the Löwdin charge.
Geometry (Å):
C1 -0.27964 1.91000 -2.22036  -0.485
C2 2.03544 -0.56148 -0.31880  -0.210
O1 0.41998 1.43039 -0.51154  -0.524
O2 1.78541 1.28100 1.44634  -0.566
O3 -0.00909 1.09176 -2.98394  0.061
F1 -1.69500 2.25067 -1.96601  -0.101
S1 1.82470 1.36585 -0.03281  0.683
H1 0.22045 2.92073 -2.26484  0.134
H2 1.16709 -1.14662 -0.62930  0.037
H3 2.41719 -0.58932 0.64689  -0.044
H4 2.89903 -0.82909 -0.95228  0.015